Arrangement w

DFT (ωB97M-V/def2-TZVPD) results for a cluster of 2 separate species, C11H12NO2 in total.

Structure (XYZ):
```
26
Properties=species:S:1:pos:R:3
C -0.846 3.799 -0.012
C 0.049 0.190 0.327
C -0.470 1.375 0.892
C -0.359 2.389 -0.122
C 0.141 1.768 -1.228
C 0.185 -0.973 1.080
C -0.349 -0.944 2.357
C -0.889 0.225 2.919
C -0.946 1.404 2.208
N 0.392 0.447 -0.967
H 0.749 -1.852 0.791
H -0.415 -1.825 2.981
H 0.832 -0.299 -1.537
H -1.332 0.149 3.911
H 0.415 2.136 -2.207
H -1.232 2.338 2.673
H -1.898 3.933 -0.259
H -0.245 4.484 -0.606
H -0.768 4.135 1.017
C 0.484 -3.578 -2.298
C 1.663 -2.790 -1.669
O 1.795 -1.581 -2.007
O 2.362 -3.449 -0.880
H 0.938 -4.455 -2.745
H -0.063 -3.070 -3.093
H -0.191 -3.957 -1.527
```

Results
**Charge**: -1
**Molecular weight**: 190.222 g/mol
**HOMO energy**: -4.57 eV

Mulliken population analysis, charges in e, atoms 1 to 8: atom 1 (C): -1.3346, atom 2 (C): -0.0185, atom 3 (C): 0.8205, atom 4 (C): 0.7519, atom 5 (C): -1.1091, atom 6 (C): -0.3416, atom 7 (C): -0.6558, atom 8 (C): -0.5061



Arrangement x

DFT (ωB97M-V/def2-TZVPD) results for a cluster of 2 separate species, C11H12NO2 in total.

Structure (XYZ):
```
26
Properties=species:S:1:pos:R:3
C -1.708 0.240 -2.990
C 0.431 -0.177 -1.635
C -0.543 -0.238 0.371
C -0.954 -0.073 -1.779
C -1.607 -0.134 -0.517
C -0.775 -0.406 1.803
C -2.129 -0.606 2.085
C -2.954 -0.139 -0.093
C -3.182 -0.536 1.153
N 0.744 -0.312 -0.274
H 1.761 -0.478 0.100
H 1.189 -0.260 -2.351
H -0.001 -0.435 2.567
H -1.119 0.887 -3.725
H -2.709 0.839 -2.873
H -2.310 -0.567 3.110
H -3.716 0.294 -0.822
H -4.105 -0.658 1.616
H -1.748 -0.754 -3.498
C 3.525 1.169 1.195
C 3.923 -0.315 0.974
O 3.094 -1.065 0.403
O 4.945 -0.797 1.462
H 4.241 1.745 1.712
H 2.636 1.239 1.784
H 3.072 1.534 0.222
```

Results
**Charge**: -1
**Molecular weight**: 190.222 g/mol
**HOMO energy**: -4.34 eV

Mulliken population analysis, charges in e, atoms 1 to 8: atom 1 (C): -1.2026, atom 2 (C): -0.8028, atom 3 (C): -0.1843, atom 4 (C): 0.6209, atom 5 (C): 0.7818, atom 6 (C): -0.6040, atom 7 (C): -0.5086, atom 8 (C): -0.3580



Arrangement y

DFT (ωB97M-V/def2-TZVPD) results for a cluster of 2 separate species, C11H12NO2 in total.

Structure (XYZ):
```
26
Properties=species:S:1:pos:R:3
C 3.399 0.740 0.406
C 3.699 -0.158 1.643
O 2.782 -0.728 2.271
O 4.907 -0.094 2.040
H 4.304 0.600 -0.154
H 3.519 1.740 0.639
H 2.589 0.353 -0.189
C -1.128 2.485 -1.221
C 0.167 1.138 0.605
C -0.769 -0.931 0.335
C -0.814 1.248 -0.357
C -1.588 -0.005 -0.400
C -1.107 -2.324 0.450
C -2.170 -2.596 -0.375
C -2.649 -0.449 -1.107
C -3.044 -1.753 -1.067
N 0.134 -0.231 1.058
H 1.012 -0.516 1.501
H 1.006 1.868 0.731
H -0.853 -3.000 1.217
H -0.743 2.326 -2.190
H -0.715 3.373 -0.784
H -2.367 -3.693 -0.552
H -3.225 0.291 -1.727
H -4.077 -2.204 -1.660
H -2.270 2.518 -1.113
```

Results
**Charge**: -1
**Molecular weight**: 190.222 g/mol
**HOMO energy**: -4.35 eV

Mulliken population analysis, charges in e, atoms 1 to 8: atom 1 (C): -1.1042, atom 2 (C): 0.6350, atom 3 (O): -0.7779, atom 4 (O): -0.7739, atom 5 (H): 0.3491, atom 6 (H): 0.2331, atom 7 (H): 0.3916, atom 8 (C): -1.2111



arrangement w takes first place; second place is 38.6 kcal/mol up.



Arrangement w

DFT (ωB97M-V/def2-TZVPD) results for a structure of composition H22O11Xe.

Structure (XYZ):
```
34
Properties=species:S:1:pos:R:3
Xe -0.039 -0.345 -0.263
O 3.723 -1.024 0.293
H 3.690 -1.952 0.063
H 2.971 -0.892 0.870
O 0.508 3.277 1.166
H -0.201 3.902 1.319
H 0.306 2.540 1.743
O -0.219 1.946 -3.004
H 0.274 2.693 -2.664
H 0.432 1.422 -3.471
O -1.742 -3.285 -1.453
H -2.273 -3.978 -1.061
H -0.846 -3.490 -1.186
O 0.726 3.823 -1.613
H 0.374 4.704 -1.482
H 0.721 3.431 -0.740
O -3.283 0.574 -0.010
H -3.893 -0.163 -0.056
H -3.053 0.637 0.918
O -2.213 0.369 2.842
H -1.304 0.605 3.029
H -2.632 0.329 3.702
O -1.384 -0.875 -3.291
H -1.046 0.008 -3.138
H -1.475 -1.251 -2.415
O -1.207 -2.249 3.010
H -1.576 -1.369 2.942
H -0.959 -2.335 3.931
O 3.986 -0.527 -2.440
H 3.779 0.394 -2.599
H 3.739 -0.674 -1.527
O 1.590 -1.760 2.144
H 1.884 -2.670 2.151
H 0.645 -1.812 2.288
```

Results
**Molecular weight**: 329.455 g/mol
**HOMO energy**: -10.13 eV

Mulliken population analysis, charges in e, atoms 1 to 8: atom 1 (Xe): 0.0334, atom 2 (O): -0.6849, atom 3 (H): 0.2982, atom 4 (H): 0.3448, atom 5 (O): -0.6589, atom 6 (H): 0.3172, atom 7 (H): 0.2857, atom 8 (O): -0.6640



Arrangement x

DFT (ωB97M-V/def2-TZVPD) results for a structure of composition H22O11Xe.

Structure (XYZ):
```
34
Properties=species:S:1:pos:R:3
Xe 0.381 0.575 0.590
O 2.325 -1.436 -2.231
H 3.138 -1.644 -2.691
H 1.669 -2.006 -2.633
O 1.234 -2.764 1.634
H 1.739 -3.560 1.465
H 0.821 -2.560 0.795
O -3.184 1.785 0.468
H -3.384 0.905 0.786
H -2.628 2.166 1.147
O -0.708 -2.645 -0.589
H -0.237 -2.685 -1.421
H -1.390 -3.313 -0.666
O 1.305 1.203 -3.137
H 1.831 1.775 -3.696
H 1.939 0.793 -2.549
O -0.734 3.295 -3.021
H -0.845 3.116 -3.954
H -0.016 2.723 -2.750
O -2.130 -2.231 1.899
H -2.856 -1.764 1.485
H -1.520 -2.411 1.184
O -1.688 2.963 3.061
H -1.750 3.820 2.638
H -0.833 2.970 3.492
O -2.188 1.018 -2.129
H -1.827 1.820 -2.508
H -2.291 1.217 -1.199
O 0.912 0.362 4.839
H 0.276 -0.218 4.420
H 1.700 0.283 4.301
O 4.023 -1.286 0.300
H 3.387 -1.234 -0.413
H 3.528 -1.036 1.081
```

Results
**Molecular weight**: 329.455 g/mol
**HOMO energy**: -10.18 eV

Mulliken population analysis, charges in e, atoms 1 to 8: atom 1 (Xe): 0.0090, atom 2 (O): -0.5346, atom 3 (H): 0.3064, atom 4 (H): 0.2277, atom 5 (O): -0.5552, atom 6 (H): 0.2892, atom 7 (H): 0.2656, atom 8 (O): -0.6460



arrangement x takes first place; second place is 3.4 kcal/mol up.



Arrangement w

DFT (ωB97M-V/def2-TZVPD) results for a cluster of 2 separate species, CH5O2 in total.

Structure (XYZ):
```
8
Properties=species:S:1:pos:R:3
C -0.917 -1.061 0.332
O 0.070 -0.180 0.811
H -0.504 -1.944 -0.145
H -1.521 -1.388 1.171
H -1.595 -0.602 -0.380
H 0.366 2.007 -1.146
H 0.392 0.352 0.050
O 0.918 1.192 -1.152
```

Results
**Multiplicity**: 2
**Molecular weight**: 49.049 g/mol
**HOMO energy (alpha / beta)**: -10.41 / -10.32 eV

Mulliken charges, unit e, in atom order: atom 1 (C): -0.5341, atom 2 (O): -0.4780, atom 3 (H): 0.2509, atom 4 (H): 0.2265, atom 5 (H): 0.2448, atom 6 (H): 0.3463, atom 7 (H): 0.3687, atom 8 (O): -0.4251



Arrangement x

DFT (ωB97M-V/def2-TZVPD) results for a cluster of 2 separate species, CH5O2 in total.

Structure (XYZ):
```
8
Properties=species:S:1:pos:R:3
C 1.506 -0.014 0.135
O 0.428 0.785 0.308
H 1.850 -0.501 1.044
H 2.358 0.489 -0.332
H 1.245 -0.899 -0.474
H -1.539 -0.833 -1.135
H -0.930 -0.122 0.002
O -1.789 -0.523 -0.254
```

Results
**Multiplicity**: 2
**Molecular weight**: 49.049 g/mol
**HOMO energy (alpha / beta)**: -10.88 / -10.87 eV

Mulliken charges, unit e, in atom order: atom 1 (C): -0.4345, atom 2 (O): -0.3441, atom 3 (H): 0.2750, atom 4 (H): 0.2505, atom 5 (H): 0.2220, atom 6 (H): 0.2899, atom 7 (H): 0.3942, atom 8 (O): -0.6531



arrangement x takes first place; second place is 14.3 kcal/mol up.



Arrangement w

DFT (ωB97M-V/def2-TZVPD) results for a cluster of 5 separate species, CH10O3S in total.

Structure (XYZ):
```
15
Properties=species:S:1:pos:R:3
C -1.079 0.721 -1.419
S -1.809 0.609 0.194
H -1.834 1.077 -2.124
H -0.388 1.584 -1.220
H -0.653 -0.237 -1.693
H 1.368 0.451 -1.087
H 1.838 -0.852 -1.836
H 2.876 -1.315 -2.876
O 2.056 -1.565 -2.442
H 0.024 1.115 1.180
H 1.383 1.070 0.513
O 0.972 1.288 1.372
H -0.106 -1.257 1.845
H 1.200 -0.743 2.307
O 0.702 -1.571 2.270
```

Results
**Molecular weight**: 102.155 g/mol
**HOMO energy**: -9.44 eV

Mulliken population analysis, charges in e, atoms 1 to 8: atom 1 (C): -0.6011, atom 2 (S): -0.0836, atom 3 (H): 0.3214, atom 4 (H): 0.2863, atom 5 (H): 0.1916, atom 6 (H): -0.1436, atom 7 (H): 0.2653, atom 8 (H): 0.3358



Arrangement x

DFT (ωB97M-V/def2-TZVPD) results for a cluster of 4 separate species, CH10O3S in total.

Structure (XYZ):
```
15
Properties=species:S:1:pos:R:3
C -1.440 2.411 0.722
S -1.408 1.850 -1.010
H -0.430 2.543 1.089
H -2.077 3.286 0.790
H -1.945 1.637 1.299
H -2.558 1.113 -0.989
H 2.987 -1.386 2.017
H 1.993 -2.147 1.231
O 2.140 -1.239 1.576
H 0.868 -4.116 -0.356
H 0.349 -2.692 -0.143
O 0.828 -3.409 0.301
H 0.004 -0.079 -0.696
H 1.214 -0.883 -0.137
O 0.762 -0.622 -0.942
```

Results
**Structure (SMILES)**: CS.O.O.O
**Molecular weight**: 102.155 g/mol
**HOMO energy**: -9.38 eV

Mulliken population analysis, charges in e, atoms 1 to 8: atom 1 (C): -0.6609, atom 2 (S): -0.2752, atom 3 (H): 0.2604, atom 4 (H): 0.2932, atom 5 (H): 0.2593, atom 6 (H): 0.1570, atom 7 (H): 0.3315, atom 8 (H): 0.3514



arrangement x takes first place; second place is 153.1 kcal/mol up.